This record from the Open Molecules 2025 dataset describes a molecular structure, C12H21AsGaN5O3. The level of theory is ωB97M-V with the def2-TZVPD basis set.

Computed properties:
- E_tot (Ha) = -5129.31261
- charge = +2
- energy above the lowest of the compared OMol25 structures with the same formula, charge and spin (kJ/mol) = 0.0
- Kohn-Sham gap (eV) = 8.484
- strongest force on any atom (eV Å⁻¹) = 0.11

Structure (XYZ):
```
43
Properties=species:S:1:pos:R:3:forces:R:3
Ga 0.239 0.543 0.214 0.0 -0.1 -0.1
N -2.262 -0.868 0.275 0.0 0.0 0.0
N -0.851 -1.170 0.156 0.0 0.0 0.0
H -2.769 -1.721 0.496 0.0 0.0 0.0
H -2.587 -0.563 -0.636 0.0 0.0 0.0
H -0.628 -1.755 -0.653 0.0 0.0 0.0
H -0.588 -1.713 0.979 0.0 0.0 0.0
O 2.110 0.267 0.579 -0.1 0.0 0.1
N 2.454 -0.341 -0.551 0.1 0.0 0.0
O 3.563 -0.658 -0.762 0.0 0.0 0.0
O 1.460 -0.508 -1.318 0.0 0.0 0.0
N 0.226 1.675 4.134 0.0 0.0 0.0
C -1.137 1.743 3.956 0.0 0.0 0.0
C -1.366 1.362 2.678 0.0 0.0 0.0
N -0.148 1.054 2.086 0.1 0.0 0.0
C 0.794 1.258 3.006 0.0 0.0 0.0
H 0.725 1.890 4.986 0.0 0.0 0.0
H -1.807 2.047 4.741 0.0 0.0 0.0
H -2.300 1.249 2.157 0.0 0.0 0.0
H 1.853 1.108 2.871 0.0 0.0 0.0
C 0.205 1.999 -3.082 0.0 0.0 0.0
As -0.399 2.350 -1.291 0.0 0.0 0.0
C 0.514 3.937 -0.694 0.0 0.0 0.0
C -2.308 2.767 -1.354 0.0 0.0 0.0
C -2.534 3.973 -2.221 0.0 0.0 0.0
C -2.529 5.248 -1.662 0.0 0.0 0.0
C -2.719 6.362 -2.466 0.0 0.0 0.0
C -2.912 6.208 -3.832 0.0 0.0 0.0
C -2.925 4.939 -4.393 0.0 0.0 0.0
C -2.736 3.824 -3.591 0.0 0.0 0.0
H -0.063 2.855 -3.699 0.0 0.0 0.0
H -0.270 1.100 -3.468 0.0 0.0 0.0
H 1.284 1.863 -3.072 0.0 0.0 0.0
H 0.252 4.751 -1.368 0.0 0.0 0.0
H 1.589 3.765 -0.723 0.0 0.0 0.0
H 0.202 4.186 0.318 0.0 0.0 0.0
H -2.629 2.932 -0.325 0.0 0.0 0.0
H -2.818 1.885 -1.744 0.0 0.0 0.0
H -2.403 5.374 -0.592 0.0 0.0 0.0
H -2.728 7.350 -2.025 0.0 0.0 0.0
H -3.067 7.077 -4.457 0.0 0.0 0.0
H -3.096 4.817 -5.454 0.0 0.0 0.0
H -2.773 2.833 -4.032 0.0 0.0 0.0
```
Positions in Å, forces in eV/Å.

This record from the Open Molecules 2025 dataset describes 2 unconnected molecules or ions with the total composition C3H9NO2 in a non-equilibrium geometry. The level of theory is ωB97M-V with the def2-TZVPD basis set.

Computed properties:
- E_tot (Ha) = -324.89201
- energy above the lowest of the compared OMol25 structures with the same formula, charge and spin (kJ/mol) = 211.6
- Kohn-Sham gap (eV) = 10.179
- SMILES string = C[C@H](N)C=O.O
- strongest force on any atom (eV Å⁻¹) = 4.15

Structure (XYZ):
```
15
Properties=species:S:1:pos:R:3:forces:R:3
O -0.416 -0.062 -3.061 -0.1 0.3 -0.3
C -0.396 -0.110 -1.868 0.8 -1.1 1.3
C -1.390 0.532 -0.927 0.7 0.5 0.3
C -1.179 2.055 -0.935 -2.0 0.8 -3.5
N -1.321 -0.020 0.400 -0.7 -1.2 0.3
H 0.374 -0.720 -1.297 -0.2 0.3 -0.6
H -2.349 0.170 -1.333 0.0 0.8 0.0
H -2.162 2.545 -0.969 0.0 0.1 1.7
H -0.406 2.537 -0.353 -0.1 -0.3 0.4
H -1.083 2.396 -2.003 1.1 -0.6 0.4
H -0.516 0.038 0.994 0.6 0.5 -0.4
H -2.126 0.255 0.932 -0.2 0.0 0.2
H 3.273 -2.739 4.599 0.0 0.1 0.3
H 4.498 -1.962 4.206 -0.2 0.1 0.7
O 3.914 -2.117 4.973 0.2 -0.2 -1.0
```
Positions in Å, forces in eV/Å.

This record from the Open Molecules 2025 dataset describes a molecular structure, C27H37BrN3O8RuSe2SiTe2 in a non-equilibrium geometry. The level of theory is ωB97M-V with the def2-TZVPD basis set.

Computed properties:
- E_tot (Ha) = -10114.52865
- charge = -2
- energy above the lowest of the compared OMol25 structures with the same formula, charge and spin (kJ/mol) = 55.1
- spin multiplicity = 6
- Kohn-Sham gap (alpha / beta) (eV) = 5.443 / 5.757
- <S²> = 8.77
- strongest force on any atom (eV Å⁻¹) = 1.02

Structure (XYZ):
```
82
Properties=species:S:1:pos:R:3:forces:R:3
Ru -2.019 0.907 1.543 -0.3 0.9 0.3
Se -0.613 4.993 1.078 0.0 0.0 0.0
Te -2.151 3.661 2.398 0.0 -0.2 0.0
Te -5.016 0.633 2.029 0.1 -0.2 -0.1
Se -6.448 1.757 0.359 0.0 0.1 0.0
O 1.627 -0.067 3.498 -0.2 0.0 0.0
C 0.420 -0.120 3.291 0.1 0.1 -0.1
O -0.152 0.410 2.256 0.3 -0.3 0.0
C -0.446 -0.899 4.253 0.0 0.0 -0.1
C 0.198 -1.804 5.068 -0.1 0.0 -0.1
C -0.507 -2.609 5.960 0.0 -0.1 0.0
C -1.895 -2.540 6.032 0.1 0.1 -0.1
C -2.531 -1.654 5.207 -0.2 0.1 0.0
C -1.870 -0.722 4.330 -0.2 0.2 0.0
O -2.521 0.198 3.750 0.2 -0.5 0.0
N -3.998 -1.682 5.225 -0.5 -0.1 -0.3
O -4.572 -1.813 4.146 0.4 0.1 0.9
O -4.571 -1.635 6.309 0.3 0.0 -0.5
N 0.192 -3.548 6.803 0.1 0.2 0.3
O -0.461 -4.229 7.587 0.0 -0.1 -0.1
O 1.412 -3.600 6.738 0.0 -0.1 -0.1
H 1.274 -1.869 5.002 0.0 0.0 0.0
H -2.452 -3.173 6.705 0.0 0.0 0.0
C 2.869 0.765 0.688 0.0 0.0 0.0
C 2.614 -0.221 -0.463 0.0 -0.1 0.0
C 3.967 -0.815 -0.892 0.0 0.0 0.0
C 1.750 -1.361 0.108 0.1 0.1 0.1
Si 1.754 0.699 -1.896 -0.1 0.1 0.0
Br -0.388 1.085 -1.246 0.2 -0.3 0.0
C 2.461 2.457 -2.225 0.1 0.0 0.0
C 1.883 3.047 -3.519 0.0 0.0 0.0
C 2.094 3.443 -1.103 0.0 0.0 0.0
C 3.993 2.431 -2.351 0.0 0.0 0.0
C 1.592 -0.323 -3.523 0.0 0.0 -0.1
C 1.322 -1.801 -3.218 0.0 0.0 0.0
C 0.422 0.147 -4.401 0.0 0.0 0.0
C 2.881 -0.242 -4.357 0.0 0.0 0.0
H 3.198 0.209 1.568 0.0 0.0 0.0
H 1.961 1.288 0.991 0.0 0.0 0.0
H 3.638 1.496 0.432 0.0 0.0 0.0
H 4.450 -1.242 -0.006 0.0 0.0 0.0
H 4.648 -0.069 -1.310 0.0 0.0 0.0
H 3.854 -1.619 -1.621 0.0 0.0 0.0
H 2.248 -1.745 1.004 0.0 0.0 0.0
H 1.618 -2.186 -0.586 0.0 -0.1 -0.1
H 0.774 -1.003 0.424 -0.1 0.0 0.0
H 0.792 3.077 -3.492 0.0 0.0 0.0
H 2.194 2.504 -4.414 0.0 0.1 0.1
H 2.238 4.079 -3.619 0.0 0.0 0.0
H 1.018 3.542 -0.964 0.0 0.0 0.0
H 2.486 4.432 -1.369 0.0 0.0 0.0
H 2.513 3.174 -0.136 0.0 0.0 0.0
H 4.351 1.748 -3.126 0.0 0.0 0.0
H 4.469 2.154 -1.409 0.0 0.0 0.0
H 4.344 3.437 -2.609 0.0 0.0 0.0
H 0.457 -1.931 -2.569 0.0 0.0 0.0
H 2.175 -2.296 -2.756 0.0 0.0 0.1
H 1.104 -2.327 -4.154 0.0 0.0 0.0
H -0.532 -0.004 -3.895 0.0 0.0 0.0
H 0.414 -0.455 -5.318 0.0 0.0 0.0
H 0.483 1.193 -4.689 0.0 0.0 0.0
H 3.765 -0.545 -3.792 0.0 0.0 0.0
H 3.061 0.762 -4.750 0.0 -0.1 0.0
H 2.792 -0.919 -5.215 0.0 0.0 0.0
N -1.492 -4.154 -2.589 0.0 0.0 0.0
C -2.000 -3.401 -1.882 0.2 0.1 0.0
C -2.632 -2.466 -0.996 0.0 0.0 -0.1
C -3.582 -1.572 -1.495 0.0 0.0 0.1
C -4.246 -0.724 -0.634 0.0 0.0 0.0
C -4.003 -0.756 0.744 -0.1 0.1 -0.2
C -3.047 -1.655 1.233 0.1 -0.2 0.0
C -2.353 -2.495 0.365 -0.1 0.0 0.1
H -3.797 -1.550 -2.555 0.0 0.0 0.0
H -4.987 -0.029 -1.015 0.0 0.0 0.0
H -2.889 -1.768 2.296 0.0 0.1 0.0
H -1.622 -3.190 0.758 0.0 0.0 0.0
C -3.160 3.025 -1.608 0.0 0.1 0.0
O -3.244 2.167 -0.486 0.0 -0.2 0.0
H -3.528 4.026 -1.363 0.0 0.0 0.0
H -3.737 2.627 -2.451 0.0 0.0 0.0
H -2.116 3.108 -1.896 0.0 0.0 0.0
H -4.186 2.151 -0.211 0.0 0.0 0.0
```
Positions in Å, forces in eV/Å.

This record from the Open Molecules 2025 dataset describes 2 unconnected molecules or ions with the total composition H2N4O in a non-equilibrium geometry. The level of theory is ωB97M-V with the def2-TZVPD basis set.

Computed properties:
- E_tot (Ha) = -295.28315
- energy above the lowest of the compared OMol25 structures with the same formula, charge and spin (kJ/mol) = 342.5
- Kohn-Sham gap (eV) = 9.364
- strongest force on any atom (eV Å⁻¹) = 4.67

Structure (XYZ):
```
7
Properties=species:S:1:pos:R:3:forces:R:3
N -0.843 1.269 0.047 1.8 3.1 0.0
N -1.335 0.280 0.086 -3.7 -1.6 -0.6
N 1.156 -0.203 -0.019 1.2 -4.5 0.3
N 0.358 -1.131 0.041 1.1 0.2 0.4
O -2.282 -0.450 0.062 0.4 -0.7 0.4
H 0.759 0.647 -0.328 0.1 2.7 -0.2
H 2.187 -0.412 0.111 -1.0 0.9 -0.3
```
Positions in Å, forces in eV/Å.

This record from the Open Molecules 2025 dataset describes a molecular structure, C38H35Co2NO5P in a non-equilibrium geometry. The level of theory is ωB97M-V with the def2-TZVPD basis set.

Computed properties:
- E_tot (Ha) = -5006.77998
- charge = -1
- energy above the lowest of the compared OMol25 structures with the same formula, charge and spin (kJ/mol) = 60.2
- Kohn-Sham gap (eV) = 5.333
- strongest force on any atom (eV Å⁻¹) = 5.58

Structure (XYZ):
```
82
Properties=species:S:1:pos:R:3:forces:R:3
C 0.098 -0.790 0.285 0.6 1.0 -0.7
N 0.432 0.513 -0.345 -0.3 0.6 0.1
C 1.447 1.283 0.424 -0.6 -0.5 -0.4
C 1.648 2.693 -0.144 -0.1 0.0 -0.2
C 2.044 2.621 -1.628 -0.1 0.0 0.0
C 1.002 1.806 -2.411 0.0 0.1 0.2
C 0.820 0.423 -1.776 -0.2 -0.2 0.9
H -0.701 -1.285 -0.266 0.0 0.1 -0.1
H 0.973 -1.439 0.284 0.2 -0.3 0.1
H -0.234 -0.648 1.312 0.0 0.2 0.0
H 1.147 1.317 1.476 -0.1 0.0 -0.2
H 2.389 0.727 0.391 0.4 0.0 0.0
H 0.716 3.263 -0.044 0.0 -0.2 0.0
H 2.400 3.246 0.436 0.0 -0.3 -0.1
H 2.168 3.627 -2.058 -0.2 -0.2 0.1
H 3.025 2.138 -1.719 -0.1 0.0 0.0
H 0.043 2.340 -2.407 0.1 -0.1 0.1
H 1.288 1.715 -3.469 0.1 -0.1 0.3
H 1.753 -0.144 -1.837 0.4 -0.1 -0.2
H 0.067 -0.166 -2.311 0.0 0.1 0.1
O 3.976 -7.646 5.237 -0.1 -0.3 0.8
C 4.354 -7.246 4.240 0.0 0.1 -0.5
Co 4.889 -6.628 2.627 0.2 0.3 -0.4
C 4.441 -4.890 2.340 0.7 -0.8 0.9
O 4.170 -3.803 2.135 -0.1 0.4 -0.3
C 6.669 -6.482 2.441 -1.4 -0.2 -0.3
O 7.790 -6.355 2.293 0.7 0.2 0.4
C 4.692 -8.200 1.327 -2.0 1.5 -1.3
C 3.549 -7.301 1.216 -0.5 -2.9 1.3
C 2.392 -7.496 2.119 4.8 0.0 -2.8
C 1.557 -6.449 2.478 -2.2 2.5 0.7
C 0.784 -6.493 3.674 1.0 -0.3 -1.1
C 0.130 -5.381 4.126 -0.3 0.6 0.1
C 0.171 -4.201 3.398 -0.2 0.2 0.1
C 0.866 -4.138 2.196 -0.3 0.2 0.2
C 1.548 -5.232 1.738 0.0 -0.9 0.2
Co 4.702 -7.279 -0.482 -1.9 0.7 1.6
C 3.844 -5.755 -0.921 1.9 -1.6 -0.4
O 3.280 -4.796 -1.165 -1.1 1.3 -0.2
C 3.931 -8.540 -1.483 1.2 1.0 1.0
O 3.462 -9.355 -2.127 -0.7 -0.9 -0.8
P 6.925 -7.204 -0.967 -4.1 0.0 1.1
C 7.620 -5.568 -0.685 0.6 -0.8 -0.4
C 8.932 -5.335 -1.027 0.6 0.4 -0.1
C 9.500 -4.099 -0.784 0.3 -0.1 -0.1
C 8.750 -3.097 -0.202 0.1 0.1 0.0
C 7.430 -3.329 0.129 -0.1 0.1 0.0
C 6.865 -4.564 -0.120 -0.4 0.3 0.2
C 7.731 -8.530 -0.046 0.7 0.9 -0.8
C 8.868 -8.293 0.692 0.4 0.1 0.3
C 9.442 -9.312 1.429 0.1 0.1 0.2
C 8.886 -10.573 1.407 0.2 -0.2 0.1
C 7.752 -10.814 0.659 -0.3 0.1 -0.2
C 7.170 -9.787 -0.064 -0.3 -0.7 0.0
C 6.880 -7.586 -2.723 1.3 0.1 0.6
C 7.519 -8.707 -3.202 0.2 -0.4 -0.3
C 7.482 -9.002 -4.551 0.0 -0.2 -0.1
C 6.807 -8.167 -5.417 0.1 -0.2 -0.3
C 6.168 -7.043 -4.935 -0.1 0.2 0.2
C 6.205 -6.752 -3.584 -0.3 0.4 -0.5
H 4.414 -9.251 1.303 0.6 -0.2 0.8
H 2.340 -8.418 2.672 0.1 -0.3 0.2
H 0.806 -7.384 4.272 0.0 -0.4 0.2
H -0.386 -5.409 5.074 -0.1 0.0 0.1
H -0.327 -3.321 3.774 -0.1 0.1 0.1
H 0.901 -3.214 1.639 0.0 0.0 0.0
H 2.133 -5.150 0.834 -0.1 -0.2 0.0
H 9.507 -6.126 -1.482 0.2 -0.1 -0.1
H 10.531 -3.918 -1.042 0.2 0.0 -0.1
H 9.193 -2.135 -0.005 0.1 0.2 0.0
H 6.842 -2.553 0.595 -0.1 0.1 0.0
H 5.835 -4.741 0.142 -0.1 -0.2 0.0
H 9.255 -7.290 0.757 0.2 0.0 -0.1
H 10.305 -9.113 2.044 0.2 0.0 0.1
H 9.335 -11.371 1.977 0.1 -0.1 0.1
H 7.300 -11.792 0.665 -0.1 -0.2 -0.1
H 6.265 -9.957 -0.626 -0.2 0.0 0.0
H 8.034 -9.357 -2.515 0.2 -0.1 0.0
H 7.971 -9.887 -4.923 0.1 -0.2 -0.1
H 6.778 -8.396 -6.469 0.0 0.0 -0.2
H 5.631 -6.398 -5.611 -0.1 0.1 -0.1
H 5.695 -5.885 -3.194 -0.1 0.1 0.0
```
Positions in Å, forces in eV/Å.